29
Properties=species:S:1:pos:R:3:lowdin_charge:R:1 method="wB97M-V/def2-TZVPD" total_charge=+2 e_tot_ev=-20785.7369 homo_ev=-16.372 e_lumo_ev=-13.45
N 2.01 -1.57 -0.10 0.04
C 3.07 -0.52 0.20 -0.21
C 2.52 0.95 -0.23 -0.12
C 1.32 1.54 0.77 -0.16
O 0.49 2.42 -0.07 -0.08
C -0.93 2.36 0.28 -0.22
O -1.53 3.56 0.55 0.06
C -1.87 1.03 0.44 -0.01
C -1.75 -0.08 -0.74 -0.36
O -0.53 -0.01 -1.57 -0.19
C -1.73 -1.60 -0.05 -0.21
N -2.90 -1.84 0.89 -0.01
H 2.45 -2.25 -0.79 0.12
H 1.80 -2.10 0.77 0.10
H 3.99 -0.78 -0.52 0.16
H 3.50 -0.57 1.30 0.15
H 3.37 1.79 -0.31 0.15
H 1.98 0.82 -1.29 0.11
H 0.76 0.65 1.28 0.13
H 1.88 2.12 1.64 0.17
H -1.71 0.62 1.54 0.16
H -3.00 1.41 0.43 0.18
H -2.68 -0.06 -1.46 0.09
H -0.64 0.68 -2.30 0.00
H -0.69 -1.88 0.43 0.12
H -1.87 -2.35 -0.97 0.13
H -2.83 -1.24 1.76 0.09
H -2.77 -2.82 1.27 0.12
Hg -1.70 -0.26 -3.15 1.49

=====

38
Properties=species:S:1:pos:R:3:lowdin_charge:R:1 method="wB97M-V/def2-TZVPD" total_charge=-1 e_tot_ev=-26428.2863 homo_ev=-5.152 e_lumo_ev=2.66
C 2.73 0.31 3.99 -0.08
C 2.68 -0.08 2.55 -0.53
C 3.95 0.17 1.77 -0.06
N 1.65 -0.48 1.93 -0.11
Nb 0.06 -1.67 2.40 0.93
C -1.12 0.32 2.72 -0.41
C -0.62 1.40 1.93 -0.89
O -0.50 1.55 0.76 -0.06
I 0.07 3.16 3.18 0.54
H 3.74 0.19 4.38 0.06
H 2.48 1.37 4.07 0.03
H 2.04 -0.25 4.60 0.04
H 4.16 -0.68 1.13 0.07
H 3.75 1.01 1.12 0.08
H 4.80 0.41 2.39 0.06
H -0.69 -1.83 0.75 -0.13
H 0.78 -3.35 2.12 -0.19
H 0.30 -1.92 4.23 -0.15
H -1.57 -2.35 2.85 -0.17
H -2.18 0.17 2.53 0.04
H -0.99 0.53 3.77 0.00
C -2.46 -1.20 -3.10 -0.07
C -1.80 -0.16 -2.19 -0.44
C -1.66 1.22 -2.83 -0.20
O -0.63 1.34 -3.80 -0.19
C -0.96 0.89 -5.09 -0.13
N -0.53 -0.70 -1.71 0.04
H -1.78 -1.56 -3.87 0.06
H -2.77 -2.06 -2.51 0.07
H -3.35 -0.79 -3.59 0.07
H -2.43 -0.03 -1.31 0.14
H -1.41 1.93 -2.05 0.12
H -2.62 1.54 -3.27 0.12
H -2.01 1.09 -5.33 0.09
H -0.76 -0.17 -5.22 0.07
H -0.34 1.44 -5.80 0.08
H -0.15 -0.08 -1.01 0.04
H 0.14 -0.68 -2.48 0.07

=====

39
Properties=species:S:1:pos:R:3:lowdin_charge:R:1 method="wB97M-V/def2-TZVPD" e_tot_ev=-32247.2875 homo_ev=-9.088 smiles=OCCNCCCS.O.O.O.O.O.O e_lumo_ev=0.12
C 1.01 2.53 -1.05 -0.24
C 0.13 2.11 -2.28 -0.54
S -1.66 2.40 -2.07 0.72
C 0.51 1.86 0.24 -0.25
N 1.01 0.47 0.35 -0.05
C 1.99 0.24 1.43 -0.19
C 2.55 -1.15 1.23 -0.22
O 1.60 -2.21 1.52 -0.10
H 2.04 2.22 -1.26 0.12
H 0.80 3.63 -0.85 0.12
H 0.34 1.05 -2.48 0.04
H 0.45 2.69 -3.16 0.07
H -1.83 1.07 -1.64 -0.13
H -0.58 1.93 0.28 0.07
H 0.84 2.53 1.05 0.11
H 0.27 -0.19 0.38 0.07
H 2.82 0.90 1.26 0.12
H 1.55 0.43 2.40 0.10
H 3.06 -1.32 0.25 0.13
H 3.36 -1.42 1.89 0.11
H 0.70 -1.81 1.72 0.10
H 0.68 -2.93 0.03 0.04
H -0.58 -2.24 -0.23 0.01
O -0.13 -3.04 -0.54 -0.07
H 1.56 -0.48 -1.57 -0.02
H 0.58 -1.23 -2.61 0.00
O 1.43 -1.24 -2.14 -0.08
H -3.87 -0.58 -1.13 0.06
H -2.98 0.58 -0.67 0.00
O -3.36 -0.29 -0.37 -0.08
H -2.54 -0.97 1.19 0.00
H -2.69 -0.45 2.74 0.04
O -2.14 -0.84 2.06 -0.06
H -1.33 0.69 3.19 0.00
H -0.78 0.25 4.48 0.04
O -0.62 0.92 3.81 -0.06
H -1.17 -2.39 -1.81 0.04
H -1.70 -2.10 -3.18 0.06
O -1.30 -1.62 -2.45 -0.09

=====

51
Properties=species:S:1:pos:R:3:lowdin_charge:R:1 method="wB97M-V/def2-TZVPD" total_charge=+2 e_tot_ev=-47401.2357 homo_ev="-14.788 / -14.602" e_lumo_ev="-8.36 / -9.62"
In 0.16 0.39 0.72 0.68
P 2.47 -0.76 0.30 0.81
C 2.59 -1.03 -1.43 -0.13
C 1.31 -1.37 -2.01 -0.32
N 0.12 -0.92 -1.45 0.04
C -1.05 -1.27 -1.99 -0.31
C -1.18 -2.18 -3.05 0.03
C 0.00 -2.55 -3.69 0.00
C 1.21 -2.11 -3.22 0.03
C -2.34 -0.71 -1.42 -0.23
P -2.11 0.92 -0.58 0.89
H 2.17 -2.46 -3.58 0.13
H -2.15 -2.45 -3.43 0.14
H -0.03 -3.21 -4.54 0.13
H -3.10 -0.51 -2.19 0.12
H -2.78 -1.37 -0.65 0.12
H 3.26 3.24 -3.96 0.04
H 3.52 -1.55 -1.82 0.14
H -0.27 3.97 -1.43 0.02
O 3.31 2.82 -3.09 -0.09
H 4.21 3.10 -2.81 0.06
H 0.38 1.77 0.05 -0.06
O 0.26 4.47 -0.73 -0.10
H 1.18 4.08 -0.86 0.06
C -2.25 2.15 -1.90 -0.20
H -3.23 1.98 -2.38 0.08
H -2.21 3.16 -1.46 0.06
H -1.43 2.03 -2.62 0.07
C -3.56 1.12 0.45 -0.20
H -3.53 2.12 0.90 0.08
H -4.42 1.02 -0.22 0.08
H -3.57 0.35 1.23 0.07
C 2.37 -2.26 1.33 -0.20
H 3.42 -2.62 1.41 0.07
H 1.95 -1.99 2.31 0.06
H 1.74 -3.00 0.80 0.07
C 3.91 0.19 0.81 -0.22
H 3.78 0.46 1.87 0.07
H 4.75 -0.50 0.69 0.07
H 4.00 1.09 0.19 0.07
C -1.55 -0.89 4.98 -0.04
C -1.40 -1.79 3.93 -0.06
C -0.94 -1.35 2.69 -0.18
C -0.63 -0.01 2.58 -0.37
C -0.77 0.93 3.58 -0.11
C -1.25 0.47 4.81 -0.05
H -1.92 -1.24 5.94 0.12
H -1.64 -2.85 4.05 0.12
H -0.83 -2.05 1.85 0.09
H -0.55 1.99 3.43 0.11
H -1.38 1.18 5.62 0.12

=====

Maximum force / Eh/bohr: 0.18414; 0.05065; 0.03879; 0.06572